20
Properties=species:S:1:pos:R:3:forces:R:3:mulliken_charge:R:1 method="wB97M-V/def2-TZVPD" total_charge=0 de_lowest_kcal_mol=67.5 multiplicity=1 mol_weight_g_mol=142.16 smiles="[H]/N=C(/O)[C@H]1OC[C@H]2CN[C@H]21" homo_ev=-9.15 gap_ev=9.93
N -1.72668 1.71895 1.75653 -1.0 -1.9 0.0 -0.87
C -1.65278 1.32441 0.52424 2.7 1.4 2.3 0.51
C -1.15538 -0.02680 0.07564 -1.2 -0.5 -0.2 -0.15
O -0.97361 -0.05056 -1.32025 0.0 0.0 -0.2 -0.45
C -0.14488 -1.16812 -1.62070 0.0 -0.1 -0.1 -0.69
C 0.84530 -1.28469 -0.46573 0.0 -0.2 0.0 -0.15
C 2.00668 -0.27001 -0.42572 0.3 0.0 -0.2 -0.66
N 1.25330 0.57747 0.52378 0.0 0.0 0.1 -0.53
C 0.20261 -0.44129 0.66382 -0.1 0.2 0.3 0.22
H -1.91176 -0.77346 0.38444 0.2 -0.1 -0.1 0.30
H -0.75928 -2.08239 -1.68785 0.1 0.2 0.0 0.32
H 0.32638 -0.98636 -2.59546 -0.1 0.0 0.3 0.34
H 1.10693 -2.32182 -0.23392 0.0 0.2 -0.1 0.39
H 2.93077 -0.69452 -0.00842 -0.2 0.1 -0.1 0.28
H 2.24027 0.22806 -1.37949 -0.1 -0.1 0.3 0.29
H 1.74469 0.79184 1.38387 -0.1 0.0 -0.2 0.26
H 0.10824 -0.89264 1.65990 0.0 0.1 -0.2 0.48
O -1.39688 2.35828 -0.25147 0.5 2.7 1.4 -0.53
H -1.80102 0.93398 2.39920 -0.1 0.0 0.2 0.21
H -1.24291 3.05968 0.61758 -0.9 -2.0 -3.5 0.44


21
Properties=species:S:1:pos:R:3:forces:R:3:mulliken_charge:R:1 method="wB97M-V/def2-TZVPD" total_charge=0 de_lowest_kcal_mol=197.6 multiplicity=1 mol_weight_g_mol=174.23 homo_ev="-8.81 / -9.22" gap_ev="7.78 / 8.78"
C 1.54656 1.34867 -1.73447 -1.3 -1.1 0.3 -0.78
C -1.62332 -1.78443 2.00553 0.7 -1.8 1.2 -0.82
C 1.43800 1.38612 -0.39017 0.6 -1.1 -2.0 -0.13
C -0.61513 -1.53285 1.21638 2.1 -0.6 -1.1 -0.40
C 1.22552 0.21785 0.48501 -1.7 -1.3 0.9 -0.98
C -0.28131 -0.28977 0.46660 0.8 0.3 0.6 0.41
N -0.54100 -0.58366 -0.97644 0.3 -0.5 0.6 -0.26
N -1.25798 0.18490 -1.54889 -0.9 0.3 -0.3 0.55
O -1.96153 1.12031 -1.31523 -0.3 0.7 0.4 -0.53
O -1.50751 -0.04940 -3.64289 -0.2 0.0 -0.9 -0.41
S -2.30985 1.07768 -4.30425 1.3 0.1 0.5 0.17
H 1.61975 2.22734 -2.42157 0.2 -0.9 0.9 0.27
H 1.28095 0.32358 -2.17261 0.9 1.8 0.2 0.28
H -1.64827 -2.78539 2.43277 -0.1 0.0 -0.2 0.24
H -2.26857 -1.15351 2.52208 -1.3 1.6 0.0 0.33
H 1.59642 2.19594 0.21550 0.3 2.7 0.7 0.38
H 0.09743 -2.35263 1.04158 -0.4 0.1 -0.2 0.20
H 1.73482 -0.63948 0.15534 1.1 -1.1 -0.7 0.40
H 1.58822 0.36633 1.51680 -0.5 0.2 -0.3 0.45
H -0.91269 0.43900 0.92672 -0.7 1.1 -0.5 0.49
H -3.55053 0.61030 -4.41209 -0.7 -0.5 0.1 0.15


21
Properties=species:S:1:pos:R:3:forces:R:3:mulliken_charge:R:1 method="wB97M-V/def2-TZVPD" total_charge=0 de_lowest_kcal_mol=91.1 multiplicity=1 mol_weight_g_mol=174.23 smiles="CN(C)S(=O)(=O)n1cccc1" homo_ev=-9.02 gap_ev=9.79
C -0.93269 1.06575 2.17795 -0.1 2.7 1.8 -0.60
C 0.46314 0.94347 2.57628 -1.3 -2.9 0.0 -0.46
C -1.37445 0.02163 1.46632 0.3 -1.2 -1.3 -0.45
C 0.71241 -0.34300 2.11879 4.7 0.2 -0.1 -0.39
C -0.68232 -0.97085 -2.10374 1.9 -3.1 -0.2 -0.98
C 1.10253 0.15643 -0.85102 2.0 2.8 0.1 -0.70
N -0.29099 -0.83118 1.40013 -0.1 -1.6 0.4 0.11
N 0.26253 -0.96779 -0.99014 -0.8 -1.4 -0.6 0.04
O 1.04872 -2.89827 0.44968 -1.6 1.9 0.3 -0.65
O -1.38807 -2.58811 0.07723 0.4 0.2 -0.5 -0.62
S -0.08522 -2.01130 0.21586 1.2 -0.5 0.3 1.18
H -1.56614 1.86356 2.53465 -0.1 0.1 -0.3 0.44
H 1.10024 1.35494 3.36372 -0.6 0.5 -0.6 0.40
H -2.21630 -0.32610 0.87976 -0.3 0.7 0.5 0.45
H 1.71885 -0.88667 1.98940 -1.8 0.8 0.8 0.39
H -0.01533 -0.86091 -2.99755 -1.3 0.5 0.4 0.40
H -0.98512 -2.05894 -2.08227 -0.4 1.4 -0.8 0.34
H -1.51424 -0.33166 -1.92818 -0.6 0.8 -0.4 0.29
H 2.00496 0.01546 -0.10837 -1.9 0.2 -1.7 0.24
H 1.48933 0.50187 -1.89146 -0.3 -1.1 1.6 0.28
H 0.51026 1.08576 -0.56438 0.6 -1.0 0.3 0.26


21
Properties=species:S:1:pos:R:3:forces:R:3:mulliken_charge:R:1 method="wB97M-V/def2-TZVPD" total_charge=0 de_lowest_kcal_mol=50.0 multiplicity=3 mol_weight_g_mol=174.23 homo_ev="-7.23 / -10.55" gap_ev="7.72 / 9.05" s_squared=2.014
C 1.82450 0.30538 0.20849 0.6 1.6 0.2 0.52
C 0.36393 -1.50584 1.08177 -0.6 -0.2 0.5 -0.57
C -0.79304 -0.52856 1.41690 -0.3 -0.5 1.3 -0.81
C -0.76468 0.91924 -1.08107 1.4 -1.7 -2.5 -0.10
C 1.12119 -0.85682 -0.07432 1.2 -0.8 2.4 -0.31
C -0.46056 2.17872 -0.49454 0.7 1.8 2.9 -0.94
N 2.19462 1.40200 0.43499 0.5 -2.1 0.0 -0.67
N 1.13213 -1.38413 -1.29881 1.1 -0.7 -2.5 -0.23
O -1.86621 -1.53975 -0.76478 0.6 1.7 0.6 -0.66
O -2.94752 0.51027 0.18317 1.0 -0.5 0.1 -0.67
S -1.72416 -0.21388 -0.13165 -1.1 -0.3 -0.5 1.09
H 0.98153 -1.82056 2.06265 -1.3 0.8 -2.4 0.29
H -0.28088 -2.33046 0.68505 1.4 0.0 0.3 0.39
H -1.53594 -1.09825 2.02111 0.2 0.4 -0.4 0.43
H -0.50843 0.33079 2.06740 -0.2 -0.1 -1.1 0.43
H -0.02300 0.60754 -1.93613 -2.1 0.0 1.6 0.39
H -0.59971 3.01172 -1.20223 0.5 -0.2 0.1 0.35
H 0.73048 2.11550 -0.02894 -3.7 0.9 -1.4 0.29
H -1.22569 2.37044 0.33842 1.3 0.0 -0.9 0.28
H 1.83448 -1.16763 -2.02728 -0.6 0.2 1.1 0.28
H 0.65324 -2.23848 -1.51152 -0.4 -0.1 0.4 0.22


20
Properties=species:S:1:pos:R:3:forces:R:3:mulliken_charge:R:1 method="wB97M-V/def2-TZVPD" total_charge=0 de_lowest_kcal_mol=97.4 multiplicity=1 mol_weight_g_mol=174.29 homo_ev=-8.99 gap_ev=9.50
C -0.20632 2.24481 -0.45849 0.4 -3.3 -1.3 -0.55
C 0.60145 1.27739 0.29207 -0.1 1.0 -2.1 -0.38
C -0.61960 1.76875 -1.67945 1.2 -1.1 0.4 -0.43
C 0.88851 0.19158 -0.45010 -0.7 -1.6 -1.1 0.20
C -2.79122 -1.63526 0.85676 -0.3 -1.1 -0.2 -0.43
C -3.06341 -0.31409 0.89540 1.1 -1.9 -0.1 -0.23
N 1.84462 -2.04701 1.03892 -0.1 -0.3 1.3 -0.62
N 3.48515 -0.42749 -0.46109 0.0 -1.0 3.1 -0.55
S -0.02633 0.09197 -2.00459 0.3 2.3 1.9 -0.09
S 1.94871 -1.28942 -0.25572 0.0 0.8 -3.1 0.35
H -0.39254 3.21630 -0.18393 -0.4 2.0 0.9 0.45
H 1.23485 1.54290 1.08840 0.2 0.2 1.3 0.43
H -1.02367 2.34964 -2.49518 -0.4 -0.2 0.2 0.42
H -1.82845 -1.90655 0.36317 -0.9 -0.1 0.4 0.16
H -3.45853 -2.56473 1.20374 1.5 2.6 -0.6 0.21
H 4.19275 -1.06853 -0.01674 -0.9 0.9 -0.8 0.29
H -2.26005 0.30729 0.40910 -1.4 -0.1 0.9 0.06
H -3.95389 -0.00665 1.43470 0.2 0.7 -0.4 0.27
H 1.75017 -1.44855 1.83808 0.1 0.2 0.8 0.23
H 3.67782 -0.28237 -1.41503 0.3 0.0 -1.4 0.23


20
Properties=species:S:1:pos:R:3:forces:R:3:mulliken_charge:R:1 method="wB97M-V/def2-TZVPD" total_charge=+1 de_lowest_kcal_mol=159.9 multiplicity=1 mol_weight_g_mol=140.17 homo_ev="-13.08 / -13.09" gap_ev="7.61 / 7.78"
C 1.63622 0.96623 1.24158 -0.8 -1.5 -1.9 -0.61
C 1.78872 0.26946 0.09096 4.7 -1.0 -0.1 0.61
C -0.36040 0.44330 0.28870 -1.3 0.9 0.2 -0.33
C 3.04870 -0.11236 -0.67034 -0.4 3.0 -1.4 -1.26
C -2.54324 -0.44123 -1.58804 0.7 1.7 -0.2 -0.72
C -2.37308 -0.15635 -0.10832 4.4 -1.0 -1.7 0.16
N -3.24353 0.55621 0.45704 -4.1 1.9 3.1 0.17
N 0.63036 -0.05424 -0.48437 -0.7 0.9 1.0 0.07
N 0.27710 1.04252 1.35020 -2.2 1.1 0.5 -0.03
O -3.39860 1.39868 1.29783 1.3 -0.9 -1.4 -0.32
H 2.35731 1.26665 1.93726 0.6 0.6 0.8 0.45
H 3.95605 -0.32870 -0.09244 -0.5 0.1 -0.2 0.37
H 2.87487 -0.82387 -1.48040 0.0 -0.5 0.5 0.33
H 3.16271 0.87308 -1.30674 0.7 -1.7 1.2 0.30
H -3.23376 0.42267 -1.92637 1.4 -1.7 -0.4 0.33
H -2.93971 -1.44102 -1.76144 -0.4 0.2 0.2 0.28
H -1.49146 -0.47853 -2.01912 -1.6 0.5 0.1 0.19
H -1.92375 -0.93949 0.46649 -0.8 -0.8 0.8 0.46
H 0.71800 -0.41436 -1.43014 -1.1 -0.1 0.3 0.25
H -0.15819 1.70458 2.05975 0.3 -1.7 -1.4 0.31


20
Properties=species:S:1:pos:R:3:forces:R:3:mulliken_charge:R:1 method="wB97M-V/def2-TZVPD" total_charge=+1 de_lowest_kcal_mol=56.1 multiplicity=1 mol_weight_g_mol=140.17 homo_ev="-11.35 / -11.35" gap_ev="6.57 / 6.57"
C 0.39269 1.75102 -0.48335 -0.2 0.2 0.8 -0.41
C -0.19179 0.85150 -1.40556 -0.2 -0.6 -0.6 0.25
C 0.18208 1.79953 0.87538 1.5 1.1 -1.3 -0.60
C 0.00506 0.94157 -2.74310 0.1 0.0 0.7 -0.24
C -0.82867 -0.15642 1.91147 -0.3 0.7 0.0 -0.33
C -0.07271 -1.32811 1.49318 0.7 -0.2 -0.6 0.92
N -0.58400 1.07147 1.67492 -1.4 -1.2 0.8 -0.37
N 1.02785 -1.17674 0.76920 -0.3 -0.2 0.3 -0.27
N -0.46043 -2.52876 1.89883 0.0 0.1 -0.1 -0.39
O -0.50335 0.03069 -3.57003 -0.1 0.0 -0.1 -0.45
H 0.95851 2.57067 -0.90349 0.1 0.2 0.1 0.32
H -0.82721 0.05895 -1.03267 -0.1 -0.1 -0.1 0.33
H 0.52131 2.70133 1.37726 0.1 0.0 -0.1 0.31
H 0.60803 1.74249 -3.15607 0.0 0.0 -0.2 0.32
H -1.63913 -0.34856 2.60524 0.0 -0.2 0.1 0.34
H 1.35077 -0.24252 0.55984 0.0 0.1 -0.1 0.24
H 1.63132 -1.95252 0.54458 0.0 0.0 0.0 0.20
H -1.31925 -2.64975 2.41171 0.0 0.1 0.0 0.23
H 0.06480 -3.35903 1.67025 -0.1 0.0 0.0 0.21
H -0.31586 0.22318 -4.49759 0.0 0.1 0.1 0.38


22
Properties=species:S:1:pos:R:3:forces:R:3:mulliken_charge:R:1 method="wB97M-V/def2-TZVPD" total_charge=-1 de_lowest_kcal_mol=47.0 multiplicity=1 mol_weight_g_mol=172.16 homo_ev=-3.57 gap_ev=7.50
C 0.45014 -0.14616 0.44717 -0.4 -1.4 -2.4 1.38
C -0.19794 1.24127 0.24282 2.2 -1.0 -1.2 -1.64
C -1.71097 -0.51228 -0.29167 -0.7 -0.4 -0.1 0.48
C -0.51113 -2.45457 0.41552 0.1 -2.3 -0.8 -1.03
C -2.47325 1.83499 0.01419 -2.3 -0.5 -0.1 -0.92
C 3.03142 1.01501 -0.48143 0.6 -1.6 3.1 -0.67
N -0.51786 -1.14691 -0.09183 1.1 2.1 0.2 0.08
N -1.50375 0.84526 -0.25851 1.3 -1.0 0.4 0.35
N 2.50578 -0.37629 -0.73758 1.9 0.5 1.6 -0.36
O 0.08098 0.48320 1.54350 -0.6 -0.1 2.4 -0.51
O -2.75123 -1.14428 -0.48609 -0.4 0.8 0.0 -0.73
O 1.73983 -0.85791 0.37709 -0.8 2.4 -0.4 -0.30
H 0.30227 -3.07237 -0.08823 -0.9 0.7 0.7 0.21
H -0.30033 -2.42293 1.49791 -0.4 -0.4 -0.2 0.29
H -1.50558 -2.91478 0.11938 1.1 0.4 0.8 0.39
H -3.52391 1.33372 -0.17780 1.8 1.2 0.4 0.29
H -2.35028 2.03960 1.16448 -0.6 0.7 -2.3 0.28
H -2.28897 2.64121 -0.79430 -0.6 -0.5 2.1 0.30
H 4.04122 1.18894 -0.86874 -0.3 -0.3 -0.6 0.32
H 2.33397 1.77726 -0.70587 -0.7 0.9 -0.4 0.28
H 3.23327 1.09502 0.68754 -0.7 -0.4 -2.3 0.22
H 1.91633 -0.44700 -1.52755 -0.9 0.3 -0.9 0.31


22
Properties=species:S:1:pos:R:3:forces:R:3:mulliken_charge:R:1 method="wB97M-V/def2-TZVPD" total_charge=+1 de_lowest_kcal_mol=78.4 multiplicity=1 mol_weight_g_mol=172.16 homo_ev=-12.36 gap_ev=7.24
O 4.25837 0.71174 2.19666 0.7 1.7 -0.4 -0.18
N 4.32751 1.51082 1.34569 1.3 -1.9 2.2 0.25
O 3.44994 1.09944 0.27958 -3.6 -0.8 -0.4 -0.20
C 2.18158 0.94988 0.89477 2.2 1.3 -1.7 0.13
N 1.66300 2.14983 1.32910 -2.4 -4.3 0.6 0.00
C 0.42022 1.76738 1.92640 -0.3 -2.4 -0.1 -0.17
C 0.26064 0.33465 1.82576 1.1 3.0 -0.3 -0.34
N 1.44251 -0.17768 1.10712 -1.0 4.4 1.5 0.11
H 2.06083 3.09377 1.25815 -0.1 -0.8 -0.2 0.29
H -0.28856 2.50478 2.38270 0.9 -0.9 -0.6 0.41
H -0.60282 -0.24778 2.22506 1.2 0.3 -0.7 0.41
H 1.67881 -1.13148 0.82542 0.0 0.5 0.2 0.28
C -0.98344 -1.16001 -1.07986 0.2 0.0 0.2 -0.55
C -2.47554 -1.25122 -1.28346 -0.6 0.0 0.3 0.68
O -3.23614 -1.23917 -0.34056 0.4 0.1 -0.1 -0.54
C -2.97681 -1.35705 -2.69884 -0.2 0.0 0.1 -1.10
H -0.76491 -1.08655 -0.01538 -0.2 -0.1 -0.1 -0.17
H -0.49728 -2.05445 -1.47521 0.1 0.1 -0.2 0.40
H -0.59542 -0.26725 -1.57562 0.1 -0.1 -0.2 0.35
H -2.58084 -2.26009 -3.16766 0.1 0.1 -0.1 0.33
H -2.67621 -0.47466 -3.26745 0.1 -0.1 -0.1 0.32
H -4.06544 -1.41489 -2.69235 0.1 0.0 0.0 0.31


24
Properties=species:S:1:pos:R:3:forces:R:3:mulliken_charge:R:1 method="wB97M-V/def2-TZVPD" total_charge=+1 multiplicity=1 mol_weight_g_mol=220.23 homo_ev=-13.24 gap_ev=9.29
C -4.15574 -0.50445 -0.01151 5.7 -2.3 -0.6 -0.54
C -3.37900 -1.73925 0.11762 -1.7 1.6 -1.5 0.62
C -0.79899 1.31001 0.82199 0.1 -0.6 -0.7 0.83
C 1.48958 -0.35693 -0.13321 -2.0 -0.2 0.0 0.75
C 3.28515 -2.04382 -0.03713 -2.9 0.0 -3.4 -0.86
C -0.25206 1.82841 -1.57722 -1.4 2.6 4.5 -0.96
N -0.24784 1.09777 1.98716 -0.1 0.4 0.8 -0.32
N 2.76291 -0.70974 -0.23685 1.8 2.4 2.0 -0.21
N 0.11017 1.60580 -0.13003 -0.6 -0.8 -1.2 -0.01
O -2.65835 -2.62703 0.00502 -1.2 1.3 0.9 -0.20
O -2.09298 1.22872 0.72611 0.5 0.3 -0.5 -0.48
O 0.48656 -1.01377 -0.22630 0.1 -0.1 -0.1 -0.57
O 1.37524 1.04937 0.11400 0.5 0.8 -0.5 -0.43
S -2.96263 0.50360 -0.76134 -0.7 -0.7 0.9 0.03
H -5.16649 -0.30513 -0.10211 -1.8 -0.1 0.6 0.47
H 3.39831 -2.38295 0.91672 1.1 -0.1 2.9 0.35
H 2.37141 -2.59605 -0.31745 0.9 -0.8 -0.7 0.34
H 4.11895 -2.12552 -0.71911 0.1 -0.7 0.1 0.28
H 0.50115 2.49333 -1.89373 0.2 1.5 -0.7 0.30
H -0.06052 0.96614 -2.03997 -0.2 -3.6 -2.1 0.33
H -1.33234 2.19490 -1.43944 1.9 -0.3 -1.3 0.47
H 0.63402 1.59539 2.13714 -0.5 -1.0 0.6 0.29
H -0.79188 0.52616 2.60752 0.3 0.4 0.8 0.23
H 3.36541 0.00503 0.19213 -0.3 -0.1 -0.8 0.28


20
Properties=species:S:1:pos:R:3:forces:R:3:mulliken_charge:R:1 method="wB97M-V/def2-TZVPD" total_charge=0 de_lowest_kcal_mol=80.4 multiplicity=1 mol_weight_g_mol=138.17 homo_ev=-7.65 gap_ev=8.46
C 0.61763 2.77764 0.73013 0.3 0.4 0.0 -0.44
C 1.50948 2.83152 -0.29929 0.2 0.3 0.2 -0.29
C 0.13440 1.16622 -0.54892 -1.0 -3.5 -0.7 -0.03
C -0.21599 -2.12591 0.80045 0.0 0.0 -0.1 -0.50
C -1.55653 -1.39149 0.75734 0.0 0.2 0.4 -0.48
C 0.46448 -1.67498 -0.51536 0.4 -0.5 0.5 -0.43
N -0.23131 1.71469 0.56989 -0.3 -0.3 -0.2 -0.36
N 1.19623 1.76639 -1.11502 0.1 0.3 0.1 -0.08
N -1.65892 -1.05588 -0.65905 -0.3 -0.3 0.1 -0.24
N -0.47651 -0.82538 -1.21593 0.3 3.1 -0.2 -0.26
H 0.53307 3.41742 1.58808 0.1 0.2 0.1 0.41
H 2.31527 3.50293 -0.51883 0.1 0.1 0.0 0.39
H 0.36906 -1.85065 1.67324 0.0 0.0 0.1 0.31
H -0.36181 -3.20572 0.80084 0.0 0.0 0.0 0.29
H -2.40411 -2.00874 1.05544 0.1 0.0 0.0 0.35
H -1.53044 -0.47445 1.35917 0.0 -0.1 -0.1 0.27
H 1.40557 -1.15269 -0.35403 -0.1 0.0 -0.1 0.20
H 0.66400 -2.53133 -1.17021 0.0 0.1 0.1 0.40
H 1.62101 1.54230 -1.99698 -0.1 -0.1 0.0 0.19
H -2.39457 -0.42190 -0.94096 0.2 -0.1 -0.1 0.30


21
Properties=species:S:1:pos:R:3:forces:R:3:mulliken_charge:R:1 method="wB97M-V/def2-TZVPD" total_charge=0 de_lowest_kcal_mol=1.5 multiplicity=1 mol_weight_g_mol=154.17 smiles="CC(C)NC(=O)n1cncn1" homo_ev=-10.09 gap_ev=10.61
C 1.68113 -0.82862 -1.09840 -1.6 -2.0 0.7 -1.19
C 1.61806 0.29429 -0.04125 0.8 -0.8 -0.3 0.28
C 1.54679 -0.38554 1.34837 -1.5 1.5 0.8 -1.15
C -0.70279 1.64562 -0.17031 2.3 2.3 -0.1 0.62
C -2.83086 0.52451 0.07709 0.2 0.0 0.8 0.04
C -2.20507 -1.45969 -0.14075 0.6 2.2 0.2 -0.33
H 2.65634 -1.41124 -1.04373 -1.0 1.1 -0.3 0.37
H 0.85313 -1.59357 -0.81245 1.7 1.2 -0.6 0.23
H 1.37362 -0.48565 -2.09288 0.6 0.0 0.1 0.37
H 2.60017 0.79878 -0.16158 -0.7 0.1 0.4 0.35
H 1.61225 0.38511 2.16001 0.5 -0.7 -0.6 0.32
H 0.52888 -0.79152 1.50528 0.5 0.0 -0.3 0.24
H 2.23317 -1.21601 1.50757 0.3 0.3 -0.2 0.39
H 1.12674 2.30125 -0.27724 -0.4 -0.2 0.0 0.26
H -3.36852 1.43088 0.24517 -0.2 0.3 0.0 0.44
H -2.34411 -2.49349 -0.31142 0.5 -0.9 0.1 0.44
N 0.63258 1.41380 -0.28621 1.5 -0.1 0.3 -0.22
N -1.48968 0.55086 -0.17565 -2.8 -3.7 0.2 0.32
N -3.29077 -0.69406 0.18906 0.1 0.5 -0.9 -0.59
N -1.08173 -0.77276 -0.31200 -1.1 0.0 -0.2 -0.55
O -1.14936 2.78704 -0.10870 -0.2 -1.1 -0.1 -0.65